1.
11
Properties=species:S:1:pos:R:3:forces:R:3 method="wB97M-V/def2-TZVPD" total_charge=0 fmax_ha_per_bohr=0.0495 relative_energy_ev=3.879 lumo_energy_ev="-0.7 / -0.3" homo_lumo_gap_ev="6.973 / 8.165"
C -0.068 -1.192 0.139 0.32 1.12 -0.81
C 0.952 -0.368 -0.584 -0.82 -1.21 -1.53
C -1.256 0.622 0.800 -0.43 1.83 -0.47
N -0.963 -0.653 0.795 -1.50 -0.07 1.22
N 0.571 0.944 -0.865 -0.73 -0.11 1.06
Cl -2.278 1.288 -0.432 -0.23 -0.25 0.33
Cl 1.617 2.103 -0.159 0.41 0.07 0.09
H -0.033 -2.219 0.032 0.24 -2.17 0.08
H 1.788 -0.638 -0.023 2.26 0.40 1.11
H 1.084 -1.031 -1.468 -0.06 0.73 -0.35
H -1.413 1.145 1.766 0.54 -0.33 -0.73

***

2.
11
Properties=species:S:1:pos:R:3:forces:R:3 method="wB97M-V/def2-TZVPD" total_charge=0 fmax_ha_per_bohr=0.1028 relative_energy_ev=0.588 lumo_energy_ev=-0.3 homo_lumo_gap_ev=9.009
C -1.338 1.939 0.414 2.42 -0.70 -1.34
C 0.266 -1.435 -0.472 -3.30 -1.81 1.46
N 1.913 -0.055 -0.211 -1.81 -2.02 0.07
N -0.829 0.833 0.035 -0.72 0.11 0.78
N 1.316 -1.072 0.308 3.65 3.58 1.33
S -1.354 -0.745 0.299 1.55 0.43 -0.99
I -0.112 -3.538 -0.391 0.19 -0.11 -0.02
H -0.628 2.733 0.171 -0.66 0.46 0.14
H -2.249 2.165 0.890 -1.21 -0.10 0.69
H 0.396 -1.178 -1.450 -0.21 0.90 -2.73
H 2.618 0.353 0.405 0.10 -0.72 0.60

***

3.
13
Properties=species:S:1:pos:R:3:forces:R:3 method="wB97M-V/def2-TZVPD" total_charge=0 smiles="C/C(O)=C/C=C=O" fmax_ha_per_bohr=0.0314 relative_energy_ev=2.134 lumo_energy_ev=0.7 homo_lumo_gap_ev=8.317
C 1.162 -0.424 -1.518 0.25 -0.31 -0.04
C 0.488 -0.019 -0.265 -0.14 -1.00 -0.35
O -0.396 1.062 -0.467 0.76 -0.01 -0.41
C 0.217 -0.677 0.858 0.02 -0.15 -0.28
C -0.966 -0.232 1.538 -0.07 0.38 0.27
C -1.642 0.835 1.066 -0.68 -0.35 1.26
O -2.464 1.661 1.056 0.19 0.05 -0.29
H 1.608 0.401 -2.082 -0.02 -0.04 0.18
H 1.920 -1.177 -1.320 0.08 -0.05 -0.06
H 0.377 -0.871 -2.137 0.22 0.02 -0.20
H 0.302 1.702 -0.313 -0.53 1.52 -0.08
H 0.779 -1.538 1.183 -0.06 -0.10 -0.06
H -1.385 -0.723 2.401 -0.02 0.05 0.07

***

4.
15
Properties=species:S:1:pos:R:3:forces:R:3 method="wB97M-V/def2-TZVPD" total_charge=0 smiles=C#CCNCC fmax_ha_per_bohr=0.0343 relative_energy_ev=2.441 lumo_energy_ev=1.1 homo_lumo_gap_ev=10.332
C -3.061 -0.599 0.069 0.09 0.36 -0.50
C -2.076 0.098 -0.072 -0.41 -0.60 0.64
C -0.754 0.792 0.014 -1.52 0.68 -0.59
N 0.297 -0.170 -0.228 0.36 -0.39 1.06
C 1.607 0.418 0.069 0.17 0.33 0.04
C 2.736 -0.581 0.015 0.87 -0.64 -0.57
H -3.988 -1.185 0.070 1.05 0.64 0.06
H -0.700 1.592 -0.759 -0.05 -0.52 0.30
H -0.757 1.362 0.980 0.37 -0.64 -0.33
H 0.102 -1.004 0.366 0.47 0.87 -0.59
H 1.665 0.903 1.065 -0.38 -0.08 -0.17
H 1.823 1.213 -0.663 -0.32 -0.16 0.14
H 3.684 -0.053 0.370 -1.18 -1.05 -0.25
H 2.927 -0.928 -1.050 -0.29 0.28 1.32
H 2.451 -1.476 0.645 0.75 0.90 -0.56

***

5.
10
Properties=species:S:1:pos:R:3:forces:R:3 method="wB97M-V/def2-TZVPD" total_charge=0 smiles="O=CC(=O)CO" fmax_ha_per_bohr=0.0120 relative_energy_ev=1.647 lumo_energy_ev=-1.0 homo_lumo_gap_ev=9.345
O 0.255 0.331 2.264 0.23 -0.34 -0.28
C 0.784 -0.384 1.453 -0.17 0.25 0.39
C 0.312 -0.457 0.006 0.20 -0.32 -0.49
O 0.906 -1.189 -0.758 -0.07 0.36 0.33
C -0.818 0.422 -0.475 -0.06 0.06 0.24
O -0.555 0.892 -1.771 0.14 -0.08 -0.11
H 1.675 -1.009 1.665 -0.16 0.04 0.02
H -0.955 1.261 0.210 0.00 -0.03 -0.08
H -1.737 -0.188 -0.449 0.11 0.07 0.06
H 0.134 0.322 -2.144 -0.21 0.01 -0.08

***

6.
90
Properties=species:S:1:pos:R:3:forces:R:3 method="wB97M-V/def2-TZVPD" total_charge=+1 fmax_ha_per_bohr=0.0213 relative_energy_ev=0.696 lumo_energy_ev=-2.0 homo_lumo_gap_ev=8.440
In 0.159 -0.766 0.572 -0.33 0.42 0.43
N 2.715 -3.522 -6.745 0.08 -0.08 0.09
C 2.062 -3.238 -5.576 -0.02 0.01 0.11
C 1.083 -4.111 -5.077 0.04 0.02 -0.04
C 0.388 -3.802 -3.929 -0.06 0.02 0.04
C 0.672 -2.621 -3.253 -0.18 0.14 0.21
C 1.674 -1.773 -3.698 -0.06 0.00 0.02
C 2.377 -2.084 -4.843 0.01 -0.01 -0.05
S -0.399 -2.136 -1.947 0.24 -0.29 -0.64
O -0.236 -0.673 -1.797 0.47 0.00 0.28
O -1.712 -2.608 -2.249 0.00 -0.19 -0.22
N 0.128 -2.679 -0.514 -0.39 0.63 0.09
C -0.628 -3.705 0.050 -0.35 -0.80 0.22
N -0.868 -4.795 -0.681 0.24 0.13 -0.02
C -1.590 -5.748 -0.108 0.01 0.02 -0.01
C -2.053 -5.656 1.195 0.01 0.03 0.02
C -1.740 -4.490 1.868 0.02 -0.02 -0.02
N -1.044 -3.507 1.304 0.20 0.17 -0.22
H 2.324 -4.221 -7.350 0.02 0.01 -0.04
H 3.238 -2.793 -7.194 -0.02 0.00 -0.05
H 0.856 -5.016 -5.627 -0.03 -0.02 0.03
H -0.399 -4.440 -3.549 0.01 -0.06 -0.08
H 1.852 -0.856 -3.152 0.01 0.03 -0.09
H 3.149 -1.421 -5.214 -0.02 0.03 0.00
H -1.793 -6.616 -0.726 -0.02 -0.04 0.07
H -2.622 -6.447 1.658 -0.02 0.00 -0.01
H -2.060 -4.316 2.889 -0.02 -0.05 -0.01
C -1.225 -0.305 2.268 0.36 0.42 -0.94
Si -1.806 1.488 2.080 0.07 -0.38 0.40
C -0.218 2.416 1.564 -0.29 0.01 -0.16
N 0.678 1.805 0.555 0.02 -0.28 0.05
C 0.297 2.117 -0.836 -0.11 0.10 -0.11
C 0.452 3.590 -1.231 -0.03 -0.01 0.19
C 1.747 4.188 -0.653 0.07 -0.13 -0.11
C 2.713 3.065 -0.288 -0.21 0.10 0.11
C 2.098 2.194 0.807 0.34 -0.06 -0.21
C -3.336 1.734 1.004 0.23 0.21 0.10
C -4.522 1.126 1.432 0.19 -0.07 -0.01
C -5.694 1.259 0.710 -0.08 -0.04 -0.09
C -5.707 2.008 -0.460 0.01 0.04 0.02
C -4.560 2.677 -0.862 -0.10 0.02 -0.08
C -3.393 2.555 -0.125 0.16 -0.17 0.13
C -2.332 2.231 3.729 0.17 -0.10 -0.16
C -2.443 1.479 4.898 0.08 -0.03 -0.07
C -2.897 2.054 6.076 -0.03 0.01 0.08
C -3.247 3.396 6.104 0.02 -0.05 0.01
C -3.148 4.159 4.949 0.00 0.08 -0.02
C -2.699 3.579 3.774 0.05 -0.05 -0.04
H -2.010 -1.048 2.163 0.04 -0.10 0.00
H -0.639 -0.488 3.166 -0.08 0.07 0.11
H 0.347 2.435 2.498 -0.14 0.06 0.10
H -0.453 3.461 1.325 0.16 0.04 -0.02
H -0.726 1.776 -0.998 -0.09 0.00 0.00
H 0.917 1.498 -1.484 0.00 0.00 0.01
H -0.408 4.175 -0.901 -0.02 -0.01 -0.06
H 0.464 3.634 -2.321 -0.05 0.02 -0.01
H 1.534 4.766 0.249 -0.01 0.02 -0.01
H 2.204 4.869 -1.371 -0.02 0.06 0.04
H 3.652 3.473 0.090 0.04 -0.06 -0.04
H 2.943 2.466 -1.174 0.07 0.01 -0.01
H 2.149 2.746 1.746 -0.06 -0.01 -0.01
H 2.698 1.295 0.931 0.00 0.03 0.02
H -4.520 0.533 2.341 -0.04 -0.01 0.00
H -6.600 0.773 1.049 0.01 -0.02 0.00
H -6.613 2.086 -1.045 -0.02 0.02 0.02
H -4.573 3.289 -1.755 -0.02 0.02 0.01
H -2.515 3.104 -0.443 0.07 -0.03 -0.05
H -2.177 0.428 4.884 0.00 -0.01 0.04
H -2.982 1.454 6.973 0.00 0.00 0.01
H -3.600 3.845 7.023 -0.01 0.00 0.00
H -3.427 5.205 4.965 0.00 0.00 0.00
H -2.642 4.178 2.871 -0.05 0.05 0.02
Cl 2.058 -2.879 1.836 0.31 -0.12 0.38
C 2.623 -1.945 3.235 -0.09 -0.20 -0.10
Cl 2.182 -0.246 3.014 0.22 0.16 0.29
H 3.701 -2.017 3.309 -0.01 -0.01 -0.05
H 2.139 -2.323 4.128 -0.03 0.03 -0.02
O -3.434 -0.808 -1.271 -0.05 0.40 0.40
C -2.639 -0.549 -0.518 -0.53 -0.31 -0.45
C 4.845 -0.086 -2.790 -0.02 0.04 -0.21
N 4.617 -0.341 -1.375 0.17 -0.02 0.11
C 5.788 -0.520 -0.520 0.16 -0.01 0.07
C 3.430 -0.555 -0.880 -0.18 0.02 0.07
N 2.397 -0.724 -0.388 -0.31 0.18 0.07
H 5.453 0.812 -2.904 -0.02 0.00 0.04
H 3.898 0.064 -3.303 0.00 0.01 0.05
H 5.366 -0.926 -3.252 -0.03 -0.02 0.04
H 6.415 0.372 -0.565 -0.04 0.01 -0.02
H 6.375 -1.379 -0.848 -0.05 -0.01 -0.01
H 5.473 -0.673 0.509 -0.03 -0.01 -0.01

***

7.
69
Properties=species:S:1:pos:R:3:forces:R:3 method="wB97M-V/def2-TZVPD" total_charge=0 fmax_ha_per_bohr=0.0782 relative_energy_ev=0.210 lumo_energy_ev=-0.4 homo_lumo_gap_ev=8.907
O 3.002 -9.842 -22.915 0.56 1.16 -0.62
H 3.659 -9.777 -23.641 0.04 -0.42 0.35
H 2.113 -10.073 -23.319 -0.65 -0.17 0.40
H 3.301 -10.409 -22.165 -0.68 -0.86 -0.45
Cl 3.767 -13.216 -24.872 1.88 -2.81 2.18
O 2.591 -13.573 -24.113 -0.83 -0.05 -0.38
O 4.758 -14.286 -24.701 -0.78 0.81 -0.24
O 3.511 -13.082 -26.251 -0.79 0.68 -1.63
O 4.280 -12.019 -24.295 0.44 1.67 0.04
C 4.251 -11.111 -29.706 -0.23 0.68 0.11
C 3.824 -9.922 -28.833 0.09 -1.45 1.45
C 2.322 -9.902 -28.632 -1.44 0.38 -0.41
O 4.389 -10.133 -27.510 0.18 0.56 -0.15
H 3.442 -11.296 -30.415 0.43 -0.20 -0.38
H 4.390 -11.985 -29.074 -0.29 -0.07 0.05
H 5.222 -10.921 -30.160 -0.15 -0.03 -0.35
H 4.257 -8.988 -29.181 -0.26 0.13 -0.02
H 1.874 -10.887 -28.454 0.57 -0.27 -0.03
H 1.730 -9.524 -29.474 0.39 0.07 -0.20
H 1.976 -9.314 -27.778 0.52 0.28 0.01
H 4.054 -10.983 -27.198 0.12 -0.13 0.02
C 3.672 -17.929 -23.627 -0.50 -0.73 0.51
C 2.422 -17.051 -23.704 -0.04 -0.35 0.03
C 1.812 -17.050 -25.092 0.28 0.41 -1.22
O 1.478 -17.436 -22.705 -0.02 0.14 0.22
H 4.248 -17.684 -22.735 0.30 0.30 -0.28
H 4.260 -17.945 -24.542 0.19 0.32 0.10
H 3.372 -18.967 -23.429 -0.14 -0.01 -0.32
H 2.749 -16.048 -23.431 -0.39 0.18 -0.12
H 0.833 -16.598 -25.262 -0.04 0.22 0.84
H 1.720 -18.027 -25.579 0.30 -0.23 0.38
H 2.484 -16.456 -25.724 0.06 -0.17 -0.10
H 1.294 -18.377 -22.803 0.04 0.02 -0.06
C 1.562 -13.397 -19.825 -1.18 -1.07 -1.20
C 2.714 -12.730 -20.590 -0.66 0.66 2.62
C 3.847 -13.697 -20.833 -0.25 0.67 -1.65
O 2.217 -12.026 -21.712 0.22 0.07 -0.63
H 0.710 -12.758 -19.581 0.43 0.48 0.09
H 1.781 -14.014 -18.954 0.60 0.35 0.06
H 1.101 -14.116 -20.524 0.15 -0.04 0.03
H 3.012 -11.906 -19.918 0.51 -0.24 -0.21
H 3.460 -14.532 -21.427 0.04 -0.41 0.61
H 4.332 -13.951 -19.899 0.04 -0.35 -0.07
H 4.544 -13.248 -21.550 0.31 0.12 0.44
H 2.166 -12.618 -22.483 0.10 -0.12 -0.04
C 6.159 -14.315 -28.742 -0.41 1.21 0.87
O 5.990 -15.230 -27.680 0.12 -0.63 -0.25
H 6.806 -14.695 -29.525 -0.04 -0.40 0.09
H 5.199 -13.989 -29.151 -0.04 -0.36 -0.32
H 6.599 -13.393 -28.342 0.27 0.01 -0.21
H 5.397 -14.858 -27.016 0.06 0.14 -0.04
C 7.691 -16.564 -24.889 -0.57 0.20 0.10
O 7.313 -15.904 -23.678 0.04 -0.16 -0.28
H 7.587 -15.885 -25.737 0.27 -0.03 -0.09
H 8.711 -16.924 -24.795 0.06 0.06 0.05
H 7.022 -17.408 -25.086 0.13 -0.16 0.02
H 6.460 -15.499 -23.873 0.01 0.16 0.21
C 0.997 -10.834 -25.372 -0.65 0.26 -0.90
O 0.660 -10.117 -24.172 0.71 -0.19 -0.10
H 1.975 -10.515 -25.733 0.21 -0.36 0.36
H 0.885 -11.908 -25.242 0.39 0.02 0.12
H 0.324 -10.525 -26.179 -0.07 -0.06 0.11
H -0.262 -9.865 -24.240 -0.01 0.12 0.43
C 0.357 -14.264 -27.661 0.10 -1.99 -1.22
O -0.025 -15.179 -28.721 -0.34 0.36 -0.25
H 0.137 -13.292 -28.092 0.05 0.22 0.55
H -0.223 -14.562 -26.786 0.09 0.70 0.27
H 1.421 -14.446 -27.510 0.03 0.71 0.47
H 0.379 -16.039 -28.593 0.11 0.02 0.23